Formula: C29H37ClN4O4SV
Source: OMol25
Level of theory: wB97M-V/def2-TZVPD

Relative energy (zero: lowest compared OMol25 entry of this formula, charge and spin) ... 1.7 kcal/mol
Net charge ... +1
Kohn-Sham gap (alpha / beta) ... 0.2456 / 0.2486 Eh
2S+1 ... 3
Electronic energy ... -3449.564617 Ha
Maximum force ... 0.00523 Eh/bohr

The geometry in XYZ format:
```
77
Properties=species:S:1:pos:R:3:forces:R:3
V 0.170729 -0.177660 0.103193 0.012 -0.027 -0.159
S -0.695244 1.704550 -1.025871 0.021 -0.057 -0.004
C -0.146303 2.465306 0.457175 -0.031 0.010 -0.074
C -0.235475 3.816950 0.780550 0.014 -0.008 0.003
C 0.252566 4.222464 2.006985 -0.008 0.005 0.002
C 0.796242 3.288371 2.887270 0.000 -0.001 0.010
C 0.842114 1.968333 2.496657 0.012 0.023 -0.015
N 0.398442 1.576892 1.299150 -0.039 0.020 0.075
H -0.684052 4.511405 0.084240 0.000 -0.004 0.001
H 0.199378 5.265859 2.290163 0.000 -0.002 -0.001
H 1.165860 3.580854 3.859132 0.000 -0.002 0.000
H 1.237266 1.194095 3.142525 -0.008 0.011 0.005
C -3.638905 -0.215966 -2.369306 -0.013 -0.013 0.002
C -4.691174 -1.098087 -1.761381 0.020 -0.004 0.006
C -5.917095 -1.283677 -2.377032 -0.003 -0.004 -0.001
C -6.892637 -2.082075 -1.794983 -0.001 0.010 -0.009
Cl -8.413870 -2.293263 -2.600407 -0.006 0.001 -0.004
C -6.663118 -2.698866 -0.584033 0.016 0.000 0.010
C -5.436675 -2.526737 0.049672 -0.008 0.012 -0.003
C -4.458801 -1.739729 -0.539110 0.027 -0.019 -0.003
O -3.209891 -1.538714 0.002485 0.003 0.005 -0.017
C -2.943169 -2.164315 1.241576 0.001 -0.017 -0.005
C -1.485299 -1.957520 1.618332 -0.034 0.056 0.053
O -0.845907 -2.860153 2.107785 -0.016 0.009 -0.020
O -1.019010 -0.738477 1.423523 -0.106 -0.147 0.123
H -4.025552 0.287362 -3.253437 0.001 0.007 -0.001
H -2.758396 -0.788916 -2.675609 -0.016 0.012 0.004
H -3.303202 0.535665 -1.655324 0.018 0.016 -0.004
H -6.121942 -0.795808 -3.321123 -0.002 0.000 0.000
H -7.430707 -3.309093 -0.129553 0.000 -0.001 -0.002
H -5.275198 -3.008894 1.002110 0.012 -0.004 0.007
H -3.111475 -3.241231 1.191387 -0.008 -0.013 -0.015
H -3.574603 -1.744979 2.033327 0.016 0.003 0.007
C 1.811760 -4.762752 -0.842479 -0.030 -0.021 -0.006
N 1.109300 -3.562808 -0.408705 -0.143 -0.004 0.006
C 1.826689 -2.752084 0.551990 0.041 0.066 0.006
C 0.007732 -3.102290 -1.042174 0.169 -0.016 -0.036
N -0.270190 -1.813288 -1.079282 -0.018 0.152 0.056
N -0.780137 -4.023286 -1.664077 0.001 0.019 0.006
C -1.748636 -3.588665 -2.658860 0.032 -0.017 -0.005
C -1.119734 -5.273251 -0.985232 0.014 -0.007 -0.027
H 2.865016 -4.518787 -0.990175 -0.001 0.000 0.001
H 1.407364 -5.112157 -1.787076 -0.011 -0.015 -0.009
H 1.741901 -5.561151 -0.101549 -0.001 0.002 0.003
H 2.307855 -3.411957 1.273854 0.033 -0.012 -0.039
H 1.130550 -2.160627 1.151087 -0.035 0.000 0.012
H 2.581814 -2.122073 0.078228 -0.008 -0.045 0.002
H -1.219021 -1.669786 -1.412558 -0.044 -0.017 0.032
H -2.670609 -3.206691 -2.206845 -0.017 0.003 0.018
H -2.004723 -4.443774 -3.282179 -0.005 -0.001 0.005
H -1.311725 -2.824739 -3.299709 0.001 0.004 -0.002
H -0.640618 -5.317009 -0.011639 0.015 0.001 0.014
H -0.826955 -6.142107 -1.576352 0.003 0.000 -0.002
H -2.200435 -5.309733 -0.829980 0.003 0.004 0.000
C 5.509997 4.870060 2.514764 -0.002 0.000 0.003
C 4.742908 3.907923 1.659498 0.009 -0.011 0.015
C 4.651723 2.562021 2.009599 0.009 -0.004 0.005
C 3.956148 1.653354 1.235981 -0.032 -0.026 0.031
C 3.915180 0.214013 1.666002 0.047 0.005 0.007
C 3.342339 2.117638 0.046075 -0.051 -0.005 -0.066
C 2.529916 1.275704 -0.772724 0.207 -0.111 -0.131
O 2.079332 0.155894 -0.448397 0.018 0.089 0.059
C 3.456401 3.476250 -0.347627 0.036 0.019 0.030
C 2.835585 4.010227 -1.612472 0.000 0.001 0.012
C 4.137492 4.344697 0.483420 -0.005 0.003 -0.048
H 5.674238 4.474452 3.515117 -0.002 0.000 0.001
H 4.990957 5.824993 2.593038 0.001 0.000 -0.002
H 6.486761 5.067498 2.067817 0.000 -0.001 -0.002
H 5.141601 2.217921 2.912764 0.001 0.001 0.001
H 4.636668 0.043802 2.462715 -0.008 0.014 0.018
H 4.149113 -0.454818 0.838726 -0.002 -0.006 0.013
H 2.926616 -0.067304 2.034919 0.009 0.004 -0.020
H 2.275959 1.633477 -1.774383 -0.090 0.059 0.056
H 1.754595 3.862807 -1.628120 -0.017 0.006 -0.002
H 3.248646 3.527776 -2.499962 0.005 -0.004 0.006
H 3.031794 5.076606 -1.698722 -0.007 -0.004 0.001
H 4.212204 5.389856 0.207071 0.001 -0.001 0.004
```
Positions in Å, forces in eV/Å.

The molecule's Löwdin atomic charges, reported in e, are given here:
1 V 0.82
2 S 0.73
3 C -0.70
4 C -0.07
5 C -0.04
6 C -0.04
7 C -0.10
8 N -0.07
9 H 0.12
10 H 0.12
11 H 0.11
12 H 0.13
13 C -0.03
14 C -0.20
15 C -0.06
16 C -0.67
17 Cl 0.68
18 C -0.09
19 C -0.01
20 C -0.23
21 O -0.06
22 C -0.09
23 C -0.56
24 O 0.10
25 O -0.16
26 H 0.09
27 H 0.06
28 H 0.05
29 H 0.12
30 H 0.11
31 H 0.11
32 H 0.13
33 H 0.15
34 C -0.03
35 N -0.12
36 C -0.04
37 C -0.40
38 N 0.07
39 N -0.14
40 C -0.03
41 C -0.03
42 H 0.10
43 H 0.09
44 H 0.10
45 H 0.11
46 H 0.06
47 H 0.08
48 H 0.04
49 H 0.09
50 H 0.10
51 H 0.10
52 H 0.09
53 H 0.10
54 H 0.10
55 C -0.03
56 C -0.22
57 C 0.01
58 C -0.18
59 C -0.02
60 C -0.11
61 C -0.15
62 O -0.15
63 C -0.18
64 C -0.02
65 C 0.01
66 H 0.08
67 H 0.09
68 H 0.10
69 H 0.13
70 H 0.09
71 H 0.09
72 H 0.07
73 H 0.13
74 H 0.07
75 H 0.10
76 H 0.09
77 H 0.13